(1)
DFT (ωB97M-V with the def2-TZVPD basis set) results for a cluster of 3 separate species, C25H32Cl2F3NO9 in total.

```
! RIJCOSX wB97M-V def2-TZVPD def2/J DEFGRID3
* xyz 0 1
C -4.306 -1.326 4.374
C -4.486 -1.075 2.852
C -3.194 -0.590 2.218
C -2.136 -1.720 2.193
C -1.088 -1.614 3.310
O 0.221 -1.560 2.763
C 1.218 -1.118 3.716
C 1.016 -1.692 5.114
C 2.164 -1.745 6.150
C 3.582 -1.437 5.794
F 4.032 -2.062 4.739
F 4.345 -1.894 6.822
F 3.863 -0.173 5.729
C 1.211 0.433 3.635
N 1.361 1.064 4.964
C 2.134 0.988 2.555
Cl 3.821 0.397 2.642
C 2.126 2.521 2.490
C 3.299 3.125 1.729
Cl 0.610 3.046 1.674
H -3.469 -0.733 4.723
H -4.055 -2.369 4.518
H -5.184 -1.067 4.944
H -4.811 -2.012 2.413
H -5.282 -0.349 2.714
H -2.823 0.276 2.756
H -3.419 -0.332 1.188
H -1.658 -1.796 1.233
H -2.689 -2.643 2.327
H -1.238 -2.476 3.949
H -1.296 -0.693 3.851
H 2.135 -1.490 3.279
H 0.195 -1.162 5.577
H 0.649 -2.703 4.986
H 2.182 -2.734 6.584
H 1.913 -1.094 6.973
H 0.216 0.715 3.305
H 2.204 1.618 5.017
H 0.551 1.639 5.144
H 1.746 0.662 1.600
H 2.131 2.977 3.470
H 3.040 4.150 1.498
H 4.181 3.169 2.349
H 3.495 2.562 0.827
O 2.385 0.081 -0.353
C 1.756 -0.224 -1.351
C 2.130 0.196 -2.691
C 1.382 -0.160 -3.745
O 1.682 0.198 -4.984
C 0.143 -0.997 -3.583
O -0.502 -1.280 -4.575
C -0.218 -1.437 -2.243
C 0.532 -1.081 -1.191
O 0.240 -1.460 0.047
H 3.022 0.799 -2.793
H 0.978 -0.174 -5.556
H -1.101 -2.052 -2.141
H 0.924 -1.082 0.632
O -2.917 2.216 -11.165
C -2.286 1.848 -10.193
C -1.781 0.492 -10.028
C -1.108 0.157 -8.920
O -0.628 -1.067 -8.721
C -0.853 1.149 -7.822
O -0.247 0.780 -6.832
C -1.338 2.509 -7.995
C -2.009 2.844 -9.105
O -2.472 4.070 -9.317
H -1.973 -0.214 -10.824
H -0.194 -1.053 -7.846
H -1.134 3.217 -7.205
H -2.918 4.044 -10.187
*
```

## Properties
Kohn-Sham gap	7.78	eV
highest occupied orbital energy	-9.45	eV
SMILES	CCCCCO[C@H](CCC(F)(F)F)[C@@H](N)[C@H](Cl)[C@@H](C)Cl.O=C1C=C(O)C(=O)C=C1O.O=C1C=C(O)C(=O)C=C1O

(2)
DFT (ωB97M-V with the def2-TZVPD basis set) results for an isolated molecule of C25H32N4O4.

```
! RIJCOSX wB97M-V def2-TZVPD def2/J DEFGRID3
* xyz 0 1
C -7.786 -0.896 1.460
C -8.908 -0.433 0.603
C -9.081 0.795 0.116
C -8.238 1.957 0.318
C -6.907 2.064 0.204
C -5.990 1.032 -0.314
O -6.332 0.023 -0.895
N -4.672 1.369 -0.098
C -3.517 0.693 -0.483
C -3.535 -0.508 -1.192
C -2.343 -1.112 -1.547
C -1.126 -0.545 -1.214
C -1.095 0.654 -0.502
C 0.158 1.283 -0.137
N 0.218 2.344 0.570
O 1.501 2.743 0.770
C 2.420 1.831 0.143
C 1.526 0.790 -0.549
C 3.393 2.562 -0.785
C 4.685 1.747 -0.731
C 5.913 2.655 -0.477
N 7.077 2.024 -0.692
O 5.810 3.812 -0.139
N 4.503 0.812 0.384
C 5.250 -0.301 0.484
O 6.147 -0.530 -0.320
C 4.951 -1.256 1.622
C 3.815 -2.229 1.280
C 4.126 -3.061 0.038
C 3.027 -4.068 -0.300
C 1.736 -3.414 -0.781
C 3.377 1.229 1.186
C -2.295 1.262 -0.140
H -7.277 -0.062 1.938
H -7.061 -1.418 0.834
H -8.145 -1.589 2.218
H -9.654 -1.183 0.377
H -9.990 1.010 -0.434
H -8.788 2.858 0.575
H -6.450 3.020 0.426
H -4.495 2.228 0.404
H -4.478 -0.952 -1.462
H -2.365 -2.041 -2.096
H -0.209 -1.034 -1.506
H 1.716 -0.225 -0.198
H 1.634 0.804 -1.635
H 3.588 3.558 -0.377
H 3.008 2.670 -1.797
H 4.870 1.166 -1.641
H 7.935 2.508 -0.481
H 7.082 1.015 -0.807
H 4.717 -0.701 2.531
H 5.863 -1.832 1.791
H 3.663 -2.896 2.132
H 2.886 -1.677 1.127
H 4.283 -2.399 -0.816
H 5.061 -3.599 0.205
H 3.397 -4.729 -1.087
H 2.817 -4.685 0.577
H 1.031 -4.171 -1.115
H 1.941 -2.747 -1.617
H 1.259 -2.846 0.015
H 3.672 2.021 1.884
H 2.929 0.410 1.743
H -2.250 2.190 0.409
*
```

## Properties
ΔE to the lowest compared entry with this formula, charge and spin	258.5	kJ/mol
Kohn-Sham gap	8.77	eV
highest occupied orbital energy	-8.51	eV
SMILES	C/C=C\C=C/C(=O)Nc1cccc(C2=NO[C@@]3(C2)C[C@@H](C(N)=O)N(C(=O)CCCCC)C3)c1

(3)
DFT (ωB97M-V with the def2-TZVPD basis set) results for a structure of composition C25H33BrNOPtS2Te.

```
! RIJCOSX wB97M-V def2-TZVPD def2/J DEFGRID3
* xyz 1 1
Pt 0.592 -0.460 -0.214
C -3.944 1.217 -6.208
C -4.397 1.298 -4.744
C -5.748 0.587 -4.586
C -4.580 2.771 -4.376
C -3.362 0.613 -3.854
C -2.689 1.271 -2.845
C -1.769 0.561 -2.091
Br -0.862 1.493 -0.676
C -1.462 -0.783 -2.263
O -0.556 -1.431 -1.521
C -2.145 -1.464 -3.304
C -3.061 -0.741 -4.049
C -1.864 -2.943 -3.583
C -2.696 -3.470 -4.754
C -0.383 -3.139 -3.947
C -2.225 -3.788 -2.350
H -4.676 1.705 -6.854
H -3.842 0.184 -6.543
H -2.982 1.714 -6.345
H -6.500 1.067 -5.215
H -6.091 0.629 -3.551
H -5.690 -0.462 -4.880
H -5.326 3.219 -5.033
H -3.654 3.336 -4.497
H -4.933 2.890 -3.350
H -2.861 2.317 -2.633
H -3.583 -1.255 -4.843
H -2.478 -2.940 -5.683
H -3.768 -3.405 -4.557
H -2.455 -4.523 -4.911
H -0.138 -2.582 -4.854
H -0.190 -4.197 -4.140
H 0.275 -2.808 -3.147
H -3.278 -3.658 -2.094
H -1.623 -3.514 -1.486
H -2.058 -4.846 -2.565
C 2.185 -2.827 2.384
Te 0.916 -2.831 0.669
C -0.639 -2.839 2.132
C -0.019 -3.553 3.306
C -0.796 -4.203 4.257
C -0.192 -4.840 5.329
C 1.191 -4.837 5.451
C 1.971 -4.197 4.501
C 1.370 -3.550 3.428
H 2.391 -1.792 2.658
H 3.118 -3.332 2.149
H -1.511 -3.353 1.733
H -0.900 -1.803 2.346
H -1.874 -4.215 4.156
H -0.799 -5.349 6.065
H 1.664 -5.344 6.282
H 3.050 -4.203 4.590
S 2.141 0.638 1.241
C 3.169 0.107 -0.021
N 3.400 0.793 -1.126
C 4.437 0.292 -2.028
C 4.530 -1.195 -1.720
S 4.186 -1.305 0.063
H 3.031 1.731 -1.204
H 5.376 0.809 -1.821
H 4.151 0.468 -3.064
H 5.513 -1.606 -1.934
H 3.768 -1.762 -2.252
*
```

## Properties
ΔE to the lowest compared entry with this formula, charge and spin	55.4	kJ/mol
Kohn-Sham gap	6.66	eV
highest occupied orbital energy	-10.41	eV

Calculated values (eV/Å) of F_max for the records, taken in order: 2.3 1.1 0.8.
Calculated values (eV) of LUMO level for the records, taken in order: -1.67 0.26 -3.75.
Calculated values (eV) of calculated total energy for the records, taken in order: -79558.2856 -40594.6711 -132246.4645.